Molecular formula: C4H9NO
Method: DFT, wB97M-V/def2-TZVPD

The gap between HOMO and LUMO is 10.0941 eV. As for the HOMO energy: -9.28 eV. For the energy above the lowest of the compared OMol25 structures with the same formula, charge and spin, the calculation gives 293.4 kJ/mol. Its structure (SMILES) is C=CO.C=NC. The value obtained for the lowest unoccupied orbital energy is 0.810 eV.

CARTESIAN COORDINATES (ANGSTROEM)
H 0.0864 0.0325 1.3699
H 3.2278 0.7202 -0.3705
H -2.8570 0.3702 -0.1635
C 0.6915 0.9354 1.5217
C -1.3713 -0.5393 -1.0101
C 2.2420 0.3488 -0.1042
H 1.6674 0.1292 -1.0116
O -2.0847 -0.1446 0.1076
H -1.0811 0.2653 -1.6691
H -1.2714 -2.5721 -0.4235
H 2.3441 -0.6158 0.3858
H -0.2158 -2.0194 -1.8405
N 1.5926 1.3460 0.7454
H 0.3128 1.5907 2.3068
C -0.9819 -1.7934 -1.1076

Atomic forces in eV per Å
0.7 -0.4 0.3
0.0 0.0 -0.1
0.2 0.1 0.1
-1.1 0.4 -0.3
-0.3 0.0 1.0
-0.5 0.0 -0.5
0.1 0.3 -0.1
-0.5 0.1 -0.4
0.1 0.0 -0.2
-0.1 0.1 0.2
0.1 -0.1 0.3
-0.3 -0.2 -0.2
0.8 -0.4 0.7
0.0 0.2 -0.2
0.9 0.0 -0.6